Below is 2 unconnected molecules or ions with the total composition C4H4O2, with properties calculated with ωB97M-V with the def2-TZVPD basis set.

Cartesian coordinates (Å):
1 O -2.474 1.088 -0.460
2 C -2.352 -0.112 -0.462
3 O -0.197 -0.555 1.114
4 C 0.509 0.283 0.595
5 C 1.899 0.030 0.259
6 C 3.036 -0.196 -0.070
7 H -2.870 -0.767 0.261
8 H -1.710 -0.636 -1.198
9 H 0.114 1.276 0.316
10 H 4.044 -0.410 -0.354

Highest occupied orbital energy in eV: -10.06
E_LUMO in eV: -0.3
SMILES: C#CC=O.C=O
Gap between HOMO and LUMO in hartree: 0.35948

=====

Below is a gas-phase ion, C10H15N2O2S (charge +1), with properties calculated with ωB97M-V with the def2-TZVPD basis set.

Cartesian coordinates (Å):
1 C -0.438 -1.309 -1.303
2 C -1.741 -1.440 -1.227
3 C 0.029 -0.093 -0.509
4 C -2.305 -2.465 -2.044
5 C -2.271 -0.463 -0.281
6 C 2.051 0.882 2.039
7 C 3.136 1.146 0.999
8 C -1.151 -3.389 -2.651
9 C 1.723 1.300 0.637
10 C 1.287 2.762 0.420
11 N -1.097 0.389 -0.011
12 N 1.271 0.292 -0.227
13 O 0.631 -1.678 -3.638
14 O 0.407 3.196 1.414
15 S 0.399 -2.465 -2.475
16 H -2.884 -3.172 -1.433
17 H -2.928 -1.993 -2.843
18 H -3.188 0.054 -0.372
19 H -2.387 -1.020 0.673
20 H 1.893 -0.066 2.304
21 H 1.922 1.702 2.737
22 H 3.836 1.982 1.208
23 H 3.550 0.238 0.636
24 H -1.083 -4.304 -2.097
25 H -1.393 -3.689 -3.641
26 H 0.917 2.983 -0.602
27 H 2.229 3.376 0.635
28 H -1.192 1.278 0.417
29 H 1.907 -0.104 -0.860
30 H 0.511 4.097 1.627

Highest occupied orbital energy in eV: -12.52
E_LUMO in eV: -3.5
Total charge: +1
Gap between HOMO and LUMO in hartree: 0.33237

=====

Below is a molecular structure, C47H64AuGeNO3PSSi, with properties calculated with ωB97M-V with the def2-TZVPD basis set.

Cartesian coordinates (Å):
1 Au -0.734 -0.258 0.425
2 C -0.660 -7.255 0.400
3 Si -0.964 -5.630 1.271
4 C 0.292 -5.340 2.620
5 C -2.721 -5.512 1.899
6 C -0.761 -4.255 -0.038
7 C -0.459 -4.510 -1.375
8 C -0.270 -3.492 -2.315
9 C -0.404 -2.182 -1.916
10 N -0.751 -1.935 -0.652
11 C -0.902 -2.907 0.264
12 S -1.194 -2.066 1.796
13 H -0.791 -8.074 1.109
14 H 0.355 -7.327 0.006
15 H -1.361 -7.424 -0.419
16 H 0.236 -6.146 3.355
17 H 0.132 -4.399 3.148
18 H 1.306 -5.324 2.218
19 H -2.922 -6.290 2.637
20 H -3.433 -5.637 1.081
21 H -2.922 -4.550 2.373
22 H -0.335 -5.535 -1.699
23 H -0.012 -3.719 -3.339
24 H -0.264 -1.325 -2.560
25 O -0.499 1.241 1.762
26 C 0.771 1.112 2.088
27 O 1.464 0.231 1.567
28 C 1.262 2.062 3.138
29 C 2.755 2.334 3.110
30 Ge 4.004 0.941 2.498
31 C 3.730 -0.766 3.407
32 C 4.490 -1.890 3.087
33 C 4.281 -3.104 3.725
34 C 3.303 -3.217 4.701
35 C 2.542 -2.107 5.040
36 C 2.755 -0.899 4.393
37 C 4.031 0.701 0.556
38 C 3.765 -0.528 -0.040
39 C 3.875 -0.694 -1.413
40 C 4.241 0.377 -2.214
41 C 4.483 1.616 -1.638
42 C 4.380 1.772 -0.264
43 C 5.809 1.632 2.922
44 C 6.039 2.808 3.629
45 C 7.327 3.253 3.894
46 C 8.419 2.521 3.456
47 C 8.211 1.348 2.743
48 C 6.921 0.918 2.479
49 H 0.986 1.590 4.086
50 H 0.675 2.981 3.084
51 H 3.076 2.599 4.119
52 H 2.964 3.204 2.482
53 H 5.270 -1.825 2.335
54 H 4.889 -3.961 3.464
55 H 3.143 -4.161 5.205
56 H 1.787 -2.182 5.812
57 H 2.152 -0.045 4.678
58 H 3.475 -1.372 0.574
59 H 3.702 -1.667 -1.855
60 H 4.357 0.242 -3.282
61 H 4.778 2.454 -2.257
62 H 4.625 2.733 0.176
63 H 5.208 3.404 3.989
64 H 7.477 4.173 4.445
65 H 9.424 2.862 3.664
66 H 9.056 0.772 2.389
67 H 6.787 0.013 1.897
68 O -1.114 0.953 -1.258
69 P -1.797 1.967 -2.171
70 C -0.539 3.220 -2.596
71 C 0.871 2.624 -2.752
72 C 1.212 2.249 -4.187
73 C 1.102 3.473 -5.084
74 C -0.329 3.989 -5.081
75 C -0.864 4.274 -3.676
76 C -3.192 2.676 -1.228
77 C -4.106 3.724 -1.891
78 C -3.701 5.177 -1.650
79 C -3.493 5.465 -0.169
80 C -2.418 4.543 0.389
81 C -2.808 3.079 0.212
82 C -2.427 0.935 -3.546
83 C -3.016 1.609 -4.800
84 C -3.919 0.630 -5.544
85 C -5.169 0.303 -4.724
86 C -4.851 0.212 -3.222
87 C -3.387 -0.145 -2.981
88 H -0.536 3.742 -1.630
89 H 1.006 1.782 -2.073
90 H 1.582 3.388 -2.424
91 H 0.535 1.465 -4.552
92 H 2.218 1.833 -4.220
93 H 1.416 3.247 -6.104
94 H 1.781 4.247 -4.709
95 H -0.957 3.254 -5.586
96 H -0.411 4.905 -5.668
97 H -1.939 4.456 -3.737
98 H -0.420 5.213 -3.332
99 H -3.781 1.755 -1.125
100 H -5.101 3.582 -1.457
101 H -4.221 3.535 -2.960
102 H -4.474 5.827 -2.065
103 H -2.776 5.418 -2.182
104 H -4.430 5.302 0.374
105 H -3.221 6.511 -0.021
106 H -2.255 4.734 1.451
107 H -1.468 4.760 -0.109
108 H -3.695 2.897 0.828
109 H -2.030 2.426 0.605
110 H -1.501 0.425 -3.844
111 H -2.207 1.927 -5.453
112 H -3.588 2.505 -4.552
113 H -3.351 -0.282 -5.752
114 H -4.199 1.041 -6.514
115 H -5.605 -0.632 -5.077
116 H -5.923 1.075 -4.888
117 H -5.490 -0.531 -2.743
118 H -5.082 1.164 -2.737
119 H -3.168 -1.092 -3.480
120 H -3.193 -0.322 -1.921

Highest occupied orbital energy in eV: -10.50
E_LUMO in eV: -4.3
Total charge: +1
Gap between HOMO and LUMO in hartree: 0.22900

=====

Below is a molecular structure, C4H5BaLiO2, with properties calculated with ωB97M-V with the def2-TZVPD basis set.

Cartesian coordinates (Å):
1 H -2.220 -0.735 -1.415
2 C 0.726 -0.497 -1.326
3 C -0.385 0.283 -0.903
4 C -0.529 0.664 0.463
5 C -0.259 -0.150 1.555
6 O 0.133 0.307 2.686
7 Ba 0.855 -0.303 5.429
8 H 1.194 -1.175 -0.590
9 H -0.723 1.023 -1.636
10 H -0.991 1.632 0.672
11 H -0.363 -1.243 1.458
12 O 1.255 -0.421 -2.461
13 Li 1.305 0.617 -3.930

Expectation value of S²: 0.776
Highest occupied orbital energy (alpha / beta) in eV: -7.29 / -7.45
Spin multiplicity: 2
E_LUMO (alpha / beta) in eV: -4.7 / -4.7
Total charge: +1
Gap between HOMO and LUMO (alpha / beta) in hartree: 0.09554 / 0.10246

=====

These records have strongest force on any atom values of 0.583; 4.579; 1.115; 2.740 eV/A, in the order they appear.
These records have relative energy (zero: lowest compared OMol25 entry of this formula, charge and spin) values of 65.9; 62.6; 6.9; 68.2 kcal per mole, in the order they appear.
These records have DFT total energy values of -8304.220; -28514.501; -145617.832; -9210.903 eV, in the order they appear.